Computed, not measured: C35H36N4O2P2RuS as an isolated structure, with wB97M-V/def2-TZVPD.

CARTESIAN COORDINATES (ANGSTROEM)
Ru  -0.423  -0.546  0.192
N  0.804  -0.418  2.136
C  0.088  -1.268  3.119
C  0.008  -2.625  2.403
N  -0.934  -2.386  1.277
H  1.726  -0.744  1.867
H  0.879  0.558  2.403
H  -0.847  -0.822  3.395
H  0.601  -1.484  4.086
H  -0.396  -3.351  3.138
H  0.946  -2.977  2.003
H  -1.875  -2.456  1.672
H  -0.959  -3.200  0.636
C  -2.835  2.946  -0.715
N  -2.011  1.819  -1.005
P  -0.290  1.564  -0.501
C  0.377  2.699  0.721
C  1.467  3.554  0.469
C  1.858  4.497  1.402
C  1.114  4.699  2.581
C  0.056  3.803  2.867
C  -0.288  2.817  1.961
C  0.813  1.656  -1.962
C  2.165  1.352  -1.935
C  2.965  1.352  -3.108
C  2.358  1.439  -4.317
C  1.012  1.793  -4.406
C  0.259  1.830  -3.237
P  -2.436  0.170  -0.652
C  -3.739  0.125  0.585
C  -3.731  1.119  1.653
C  -4.435  0.998  2.824
C  -5.397  -0.041  2.844
C  -5.649  -0.836  1.703
C  -4.780  -0.848  0.605
C  -3.155  -0.347  -2.222
C  -3.178  -1.705  -2.530
C  -3.634  -2.144  -3.796
C  -3.961  -1.178  -4.750
C  -4.053  0.175  -4.386
C  -3.708  0.569  -3.136
H  -3.629  2.772  -0.014
H  -3.304  3.287  -1.616
H  -2.282  3.777  -0.237
H  2.068  3.390  -0.434
H  2.819  5.045  1.238
H  1.391  5.503  3.303
H  -0.410  3.868  3.849
H  -1.030  2.143  2.223
H  2.656  1.281  -0.964
H  4.029  1.028  -2.990
H  2.878  1.110  -5.266
H  0.483  1.852  -5.364
H  -0.814  2.063  -3.309
H  -3.017  1.887  1.546
H  -4.285  1.684  3.670
H  -6.059  -0.249  3.653
H  -6.479  -1.520  1.729
H  -4.981  -1.390  -0.357
H  -2.894  -2.428  -1.759
H  -3.780  -3.211  -4.030
H  -4.169  -1.473  -5.737
H  -4.325  0.920  -5.136
H  -3.729  1.640  -2.870
S  1.611  -2.797  -3.493
C  0.737  -2.446  -2.167
N  0.204  -1.920  -1.196
O  4.531  -0.303  -0.105
C  4.087  -1.290  0.550
O  2.835  -1.552  0.614
C  5.116  -2.104  1.200
C  5.920  -2.780  0.269
C  6.863  -3.672  0.731
C  6.936  -4.003  2.097
C  6.222  -3.208  3.002
C  5.187  -2.385  2.558
H  5.833  -2.475  -0.823
H  7.507  -4.227  0.046
H  7.541  -4.879  2.377
H  6.439  -3.321  4.115
H  4.509  -1.771  3.210

Computed properties:
Net charge: +1
⟨S²⟩: 8.8013
HOMO (alpha / beta), eV: -9.03 / -9.46
Multiplicity: 6
Energy, Ha: -2900.19074
Kohn-Sham gap (alpha / beta), eV: 6.1 / 3.3
E_LUMO (alpha / beta), eV: -2.94 / -6.17